No. 1
65
Properties=species:S:1:pos:R:3:mulliken_charge:R:1 method="wB97M-V/def2-TZVPD" total_charge=0 e_homo_ev=-8.73 smiles="NC(N)=O.NC(N)=O.NC(N)=O.NC(N)=O.NC(N)=O.NC(N)=O.NC(N)=O.CCO" orbital_gap_ha=0.3204 lumo_ev=-0.0151 largest_force_ev_per_a=7.0 energy_ha=-1732.00812
O -3.35 3.33 15.49 -0.5096
O -8.05 1.88 15.21 -1.0051
O -6.33 0.72 19.74 -0.6254
O -9.98 7.21 13.24 -0.7051
O -7.36 3.34 12.40 -0.8725
O -9.93 0.83 18.39 -0.7322
O -3.72 6.25 19.58 -0.7052
O -10.34 4.93 16.51 -0.7835
N -7.23 1.99 10.59 -0.4295
N -6.56 -1.00 18.48 -0.4317
N -7.98 1.26 12.43 -0.3076
N -9.02 1.66 20.28 -0.3968
N -4.21 6.22 17.37 -0.2967
N -12.20 4.70 15.23 -0.4427
N -6.82 2.73 16.97 -0.0744
N -8.84 5.47 12.51 -0.3082
N -8.20 6.48 14.38 -0.3714
N -6.39 3.37 15.07 0.3910
N -7.00 -1.19 20.63 -0.4480
N -3.55 4.36 18.31 -0.2432
N -10.53 3.41 14.86 -0.1021
N -9.48 3.05 18.71 -0.2933
C -9.05 6.46 13.34 0.5635
C -7.48 2.28 11.82 0.6013
C -2.80 4.01 14.38 -0.4245
C -3.51 3.58 13.10 -0.6206
C -10.97 4.39 15.58 0.8851
C -3.81 5.65 18.49 0.6170
C -6.59 -0.44 19.63 0.6496
C -9.49 1.77 19.07 0.7032
C -7.18 2.60 15.71 0.6805
H -7.96 0.41 11.89 0.1435
H -8.91 0.75 20.68 0.2442
H -4.14 5.72 16.49 0.1348
H -5.95 3.20 17.17 0.0813
H -9.14 3.75 19.35 0.1328
H -12.59 4.13 14.49 0.1320
H -4.47 7.19 17.47 0.1842
H -2.73 5.09 14.46 0.3323
H -6.91 -2.19 20.53 0.1699
H -6.67 3.54 14.11 -0.0058
H -9.83 3.28 17.79 0.1125
H -4.58 3.37 13.17 -0.0627
H -7.54 5.72 14.48 0.1783
H -12.68 5.36 15.82 0.2600
H -3.22 4.34 12.37 0.3502
H -3.53 4.10 17.34 0.0979
H -8.43 2.43 20.57 0.1926
H -6.39 -0.34 17.73 0.2363
H -7.71 1.19 10.21 0.1780
H -8.24 4.68 12.74 0.2607
H -6.99 -0.78 21.55 0.2597
H -9.45 5.46 11.71 0.2018
H -9.60 3.02 14.95 -0.0055
H -3.06 2.63 12.83 0.3540
H -7.06 -1.87 18.37 0.1924
H -8.44 7.15 15.10 0.2129
H -11.19 3.05 14.18 0.1579
H -6.73 2.69 10.05 0.2625
H -1.79 3.66 14.16 0.3115
H -3.33 2.38 15.33 0.2460
H -8.05 1.21 13.43 0.2693
H -3.34 3.80 19.13 0.1854
H -5.40 3.49 15.26 0.1647
H -7.31 2.25 17.70 -0.1273

=====

No. 2
67
Properties=species:S:1:pos:R:3:lowdin_spin:R:1 method="wB97M-V/def2-TZVPD" total_charge=+2 e_homo_ev="-13.56 / -13.57" orbital_gap_ha="0.2757 / 0.2790" lumo_ev="-6.0568 / -5.9756" largest_force_ev_per_a=1.8 spin_multiplicity=6 energy_ha=-7841.08876
Sm 0.67 -0.90 0.01 5.0568
Br 7.70 0.47 0.13 0.0000
Br 2.43 6.10 -0.62 0.0000
S -1.98 -0.57 -1.12 -0.0003
O -0.76 -1.34 -1.60 -0.0130
O -3.19 -1.33 -1.05 -0.0011
N 0.16 -0.49 2.36 -0.0104
N 0.95 -3.40 0.08 -0.0076
N -1.44 0.02 0.23 -0.0123
N 0.22 -5.45 -0.07 -0.0001
N 3.15 -0.31 0.15 -0.0069
N 1.32 1.61 -0.31 -0.0059
C -1.64 1.92 -4.25 0.0000
C -1.19 -0.41 2.60 0.0003
C -0.07 -4.20 0.34 -0.0001
C -3.42 -0.17 1.72 0.0000
C -2.63 2.86 -3.98 0.0000
C -3.95 -0.37 3.02 -0.0001
C 2.60 2.01 -0.23 0.0000
C -0.80 -0.77 4.95 0.0006
C -2.16 0.74 -2.25 0.0002
C 1.98 4.30 -0.49 0.0001
C -1.72 -0.59 3.89 -0.0001
C -3.12 -0.57 4.09 0.0002
C 0.54 -0.80 4.70 -0.0004
C 0.66 3.90 -0.58 -0.0001
C 4.98 1.19 -0.05 -0.0002
C 5.39 -1.13 0.38 0.0000
C 1.48 -5.46 -0.63 -0.0002
C 4.02 -1.30 0.36 0.0001
C 3.62 0.93 -0.04 0.0000
C 0.98 -0.68 3.38 -0.0002
C -3.38 2.72 -2.81 0.0000
C 1.91 -4.18 -0.55 0.0001
C -2.07 -0.19 1.50 0.0002
C -1.37 -3.83 0.96 0.0003
C 2.97 3.34 -0.31 -0.0002
C -2.90 3.99 -4.93 0.0000
C -3.16 1.67 -1.94 0.0000
C 5.87 0.15 0.15 0.0001
C 0.38 2.55 -0.47 0.0001
C -1.40 0.85 -3.40 0.0001
H 2.04 -0.75 3.14 0.0000
H 2.84 -3.77 -0.91 0.0001
H -4.17 3.43 -2.58 0.0000
H 6.05 -1.96 0.56 0.0000
H -1.06 2.01 -5.16 0.0000
H -5.02 -0.36 3.15 0.0000
H -0.14 4.61 -0.72 0.0000
H 1.93 -6.35 -1.02 0.0000
H 4.00 3.65 -0.22 0.0000
H -0.39 -6.25 0.02 0.0000
H 5.36 2.19 -0.23 0.0000
H 1.26 -0.94 5.50 -0.0001
H -1.59 -4.45 1.83 0.0000
H -1.18 -0.89 5.96 0.0000
H -2.19 -3.93 0.24 0.0000
H -0.65 0.11 -3.65 0.0000
H -3.94 3.97 -5.25 0.0000
H 3.61 -2.29 0.53 0.0002
H -4.11 -0.01 0.91 0.0000
H -3.51 -0.71 5.09 0.0000
H -2.27 3.93 -5.81 0.0000
H -1.36 -2.80 1.32 0.0001
H -3.76 1.56 -1.05 0.0000
H -2.73 4.96 -4.45 0.0000
H -0.65 2.20 -0.52 0.0001

=====

No. 3
40
Properties=species:S:1:pos:R:3:mulliken_charge:R:1 method="wB97M-V/def2-TZVPD" total_charge=-1 e_homo_ev=-4.97 orbital_gap_ha=0.2819 lumo_ev=2.6975 largest_force_ev_per_a=3.6 energy_ha=-1276.99919
S 2.36 2.13 -2.50 -0.2395
O -0.72 -0.57 1.12 -1.0652
O 0.21 -3.47 -1.04 -0.7026
O -2.87 -2.07 -2.66 -0.6664
O 2.79 -1.22 -1.73 -0.7126
O 2.35 -2.95 0.40 -0.7397
O -3.84 1.61 0.36 -0.6446
O -3.07 -0.57 2.10 -0.7416
O -0.17 -3.17 1.43 -0.8269
N -0.23 2.23 2.21 -0.6847
N 0.86 0.69 -0.05 0.0921
C 0.44 3.02 1.13 -0.7452
C -0.46 -0.05 -0.10 0.0030
C 2.07 2.74 -0.80 -0.7409
C 0.82 2.13 -0.20 -0.1555
H -2.35 -0.43 1.49 0.3841
H 1.60 0.34 0.54 0.2644
H -0.41 -0.90 -0.85 0.1049
H 2.68 -2.30 -0.31 0.4473
H 1.96 -2.51 1.15 0.3476
H 1.85 -1.04 -1.24 0.2297
H -3.58 1.21 1.17 0.3413
H 0.50 1.95 2.88 0.2688
H -0.23 -2.17 1.42 0.3688
H -2.94 -1.11 -2.51 0.3224
H 1.43 3.45 1.43 0.3296
H 1.91 3.79 -1.03 0.3669
H -0.30 3.80 0.87 0.2949
H -2.45 -2.34 -1.84 0.3461
H -0.04 2.39 -0.83 0.2081
H -0.58 1.39 1.79 0.3844
H 1.06 -3.20 -0.62 0.3987
H 0.18 -4.36 -0.71 0.3098
H -3.54 2.54 0.23 0.2951
H 1.87 0.92 -2.74 -0.0007
H 3.07 2.79 -0.29 0.4192
H -0.53 -3.20 0.48 0.4189
H -1.27 0.64 -0.46 0.1143
H -2.91 -0.84 3.01 0.2563
H 2.47 -1.30 -2.66 0.3493

=====

No. 4
78
Properties=species:S:1:pos:R:3:mulliken_charge:R:1 method="wB97M-V/def2-TZVPD" total_charge=0 e_homo_ev=-9.85 orbital_gap_ha=0.3423 lumo_ev=-0.5350 largest_force_ev_per_a=2.4 energy_ha=-2657.96452
F 1.71 -1.86 -1.97 -0.4206
F -1.59 0.44 -0.80 0.1682
F 0.02 -2.53 0.05 -0.3765
F -2.19 -1.10 0.60 -0.2055
F 0.17 -0.71 2.13 -0.2658
F -0.96 1.00 1.84 -0.3105
F 2.35 -0.96 0.56 -0.2496
F 2.75 0.66 -1.01 -0.1522
F 0.47 1.86 -0.16 -0.1110
O -2.24 3.24 -1.08 -0.7813
O 0.33 -4.45 2.51 -0.6212
O -1.51 1.71 -3.48 -0.6544
O 5.85 1.07 -0.08 -0.7190
O 4.40 0.95 2.23 -0.6508
O -3.93 1.56 0.30 -0.7358
O -0.76 -4.42 -2.86 -0.5985
O 0.07 4.88 -1.57 -0.7631
O -3.68 -2.69 2.46 -0.7067
O -3.86 -4.06 0.06 -0.6205
O 1.35 2.28 -3.31 -0.6232
O 2.82 4.35 -1.05 -0.6296
O 2.82 -4.26 0.64 -0.6912
O 2.31 2.52 4.22 -0.6794
O -4.47 -0.74 -1.41 -0.6377
O -4.30 0.00 2.63 -0.8162
O 0.50 -2.84 -5.20 -0.6637
O 5.65 -0.98 -2.02 -0.6462
O -0.18 3.37 3.77 -0.7373
O -2.90 1.11 4.73 -0.7007
C -0.24 0.14 1.12 0.3239
C -0.30 -1.50 -0.80 -0.2536
C 0.95 0.84 0.55 -0.1361
C 0.97 -0.87 -1.39 -0.0667
C -1.11 -0.50 0.01 0.9342
C 1.83 -0.08 -0.36 1.1488
H -3.39 1.97 4.94 0.3021
H 1.90 4.77 -1.00 0.3696
H -4.43 -3.24 2.87 0.2525
H 1.59 1.20 1.38 -0.0988
H -3.34 0.69 3.92 0.4754
H -1.96 2.45 -1.64 0.3097
H -0.18 4.16 3.13 0.3455
H 2.22 1.84 4.96 0.3221
H -0.19 -4.94 -2.19 0.3258
H -1.70 1.16 -4.31 0.3167
H 3.42 -4.50 1.42 0.3200
H -0.95 2.76 3.53 0.3420
H -3.51 -3.05 1.52 0.3886
H 3.05 3.98 -0.13 0.2931
H -1.53 -5.01 -3.13 0.2848
H 5.27 -1.81 -1.59 0.2872
H -0.51 1.85 -3.42 0.2591
H -3.29 2.15 -0.22 0.2997
H 0.65 -4.56 3.46 0.2955
H 0.67 -0.22 -2.21 0.0902
H 3.71 1.54 2.67 0.2929
H -4.00 -0.94 2.43 0.4515
H 0.10 4.13 -2.25 0.3707
H 1.38 2.85 3.98 0.4059
H 5.52 -0.21 -1.38 0.3803
H 4.87 0.41 2.94 0.2830
H -4.03 0.59 1.85 0.4255
H -4.51 -0.61 -2.41 0.2944
H -0.20 -2.27 -5.65 0.2943
H 0.28 -2.89 -4.21 0.3503
H 5.29 1.05 0.76 0.3921
H -3.63 -5.01 0.31 0.2925
H -1.48 3.91 -1.08 0.4135
H 0.13 5.75 -2.07 0.3038
H -3.95 -1.59 -1.23 0.2442
H 1.37 2.48 -4.30 0.2567
H -4.77 -4.06 -0.39 0.3114
H -4.31 0.87 -0.33 0.3500
H 5.75 1.98 -0.51 0.3201
H 3.05 -3.31 0.35 0.3393
H -0.87 -1.94 -1.60 0.4633
H 2.30 2.37 -2.96 0.2768
H 1.12 -4.18 1.94 0.3563

=====

No. 5
45
Properties=species:S:1:pos:R:3:lowdin_spin:R:1 method="wB97M-V/def2-TZVPD" total_charge=+2 e_homo_ev="-15.25 / -15.68" orbital_gap_ha="0.2376 / 0.3148" lumo_ev="-8.7888 / -7.1104" largest_force_ev_per_a=2.5 spin_multiplicity=5 energy_ha=-4005.42421
Mn 0.06 0.57 -0.21 3.9258
S 2.17 1.37 -1.11 -0.0140
S 0.17 0.54 2.24 -0.0104
S 1.34 -1.70 0.13 0.0667
S -2.45 -1.46 0.69 0.0022
S -0.28 3.08 0.15 0.0712
O -0.70 0.23 -2.00 -0.0169
O -3.31 -0.89 1.70 -0.0101
O -1.41 -2.26 1.25 0.0018
N -1.79 -0.10 -0.13 -0.0700
C -2.49 -1.49 -1.99 -0.0005
C 1.79 -1.52 1.88 0.0050
C -3.54 -2.83 -3.55 -0.0013
C 1.83 -0.08 2.33 0.0034
C -1.67 -0.40 -1.49 0.0162
C -2.66 -1.82 -3.31 0.0027
C 3.40 0.11 -0.75 0.0013
C -0.68 3.12 1.92 0.0067
C 0.20 2.21 2.75 -0.0003
C -4.30 -3.40 -2.51 0.0029
C 2.49 2.70 0.09 0.0049
C -3.20 -2.08 -0.88 -0.0009
C -4.09 -3.09 -1.20 -0.0006
C 1.38 3.71 -0.16 0.0071
C 2.85 -1.31 -0.84 0.0055
H 2.47 2.34 1.13 -0.0002
H 2.74 -2.04 2.06 0.0010
H 2.55 -1.59 -1.85 -0.0001
H -0.71 4.17 2.34 0.0014
H 1.40 3.95 -1.22 0.0000
H 4.05 0.22 -1.59 -0.0014
H -4.55 -3.69 -0.47 0.0000
H 3.88 0.28 0.24 0.0004
H 1.53 4.58 0.46 0.0014
H 1.25 2.52 2.77 0.0001
H -0.01 2.18 3.85 -0.0019
H 1.04 -2.09 2.42 0.0002
H 3.49 3.07 -0.18 -0.0004
H -3.74 -3.20 -4.56 -0.0001
H -2.08 -1.24 -4.08 0.0001
H -5.00 -4.11 -2.88 0.0001
H 2.22 -0.03 3.31 -0.0005
H 2.48 0.53 1.75 -0.0001
H 3.62 -1.89 -0.44 0.0013
H -1.73 2.83 1.94 0.0000

=====

No. 6
44
Properties=species:S:1:pos:R:3:mulliken_charge:R:1 method="wB97M-V/def2-TZVPD" total_charge=-1 e_homo_ev=-6.04 orbital_gap_ha=0.3279 lumo_ev=2.8784 largest_force_ev_per_a=3.4 energy_ha=-1014.46063
O 0.60 2.53 1.48 -0.8906
O 1.59 0.36 3.43 -0.6817
O 0.36 4.36 -0.82 -0.7093
O -0.05 1.67 -0.72 -0.9268
O 0.87 0.00 -2.34 -0.6938
O -1.31 1.55 3.23 -0.6778
O -0.77 -3.99 0.05 -0.6312
O 3.34 0.47 1.16 -0.7069
O 2.51 1.96 -1.29 -0.7476
O -3.41 -1.42 0.74 -0.6792
N -1.54 -0.89 -1.06 -0.1916
C -0.41 -1.89 -1.18 0.3707
C -0.09 -2.73 0.07 -0.5543
C -0.18 -2.03 1.45 -1.0729
C 0.88 -1.38 -1.95 -0.5410
C -1.99 -0.77 -2.48 -1.1045
H 0.41 0.67 -1.64 0.4511
H -1.22 -1.75 1.64 0.3365
H 0.91 3.62 -1.09 0.2745
H 0.17 4.29 0.12 0.3413
H -2.75 0.03 -2.43 0.3345
H 0.95 -3.03 -0.05 0.5931
H -1.99 1.79 2.60 0.2845
H -2.43 -1.68 -2.89 0.3492
H 2.67 1.27 -1.94 0.3811
H 0.38 -1.11 1.34 0.2059
H 3.15 1.37 0.83 0.3758
H 1.36 1.07 2.82 0.3566
H -0.75 -2.62 -1.92 0.3415
H 1.57 1.86 -0.99 0.4011
H -0.01 -2.79 2.19 0.4370
H 2.27 -0.21 3.09 0.2971
H -1.21 -0.37 -3.13 0.3748
H -3.36 -0.46 0.80 0.3200
H 0.99 -1.89 -2.92 0.3101
H -1.59 -3.91 0.55 0.3813
H -0.38 1.58 2.99 0.3579
H -0.21 2.83 1.90 0.2523
H -2.48 -1.57 0.50 0.1454
H 2.84 0.15 0.38 0.3161
H 0.28 2.03 0.54 0.4812
H -1.15 0.00 -0.75 0.3221
H -0.59 2.41 -1.02 0.1949
H 1.78 -1.37 -1.31 0.2217

=====

No. 7
18
Properties=species:S:1:pos:R:3:mulliken_charge:R:1 method="wB97M-V/def2-TZVPD" total_charge=0 e_homo_ev=-9.59 smiles="C=C.NCO.N" orbital_gap_ha=0.3833 lumo_ev=0.8399 largest_force_ev_per_a=1.9 energy_ha=-306.17709
O -2.58 -0.39 3.11 -0.5286
N -2.87 -0.42 -1.56 -0.6409
N -2.51 -2.11 1.48 -0.6222
C -1.81 -1.01 2.11 -0.3247
C 5.73 2.61 -3.05 -0.4459
C 5.34 1.83 -2.04 -0.4342
H -1.59 -0.24 1.36 0.3217
H -3.81 -0.68 -1.28 0.2146
H 5.56 0.78 -2.14 0.2001
H -0.79 -1.24 2.45 0.3255
H 4.83 2.17 -1.14 0.2467
H 5.27 3.54 -3.35 0.2347
H -2.88 -1.11 3.70 0.3225
H -2.70 0.18 -2.35 0.2157
H 6.49 2.24 -3.73 0.1986
H -3.23 -1.66 0.91 0.2499
H -2.50 -1.30 -1.92 0.2085
H -1.90 -2.52 0.79 0.2581

=====

No. 8
86
Properties=species:S:1:pos:R:3:mulliken_charge:R:1 method="wB97M-V/def2-TZVPD" total_charge=0 e_homo_ev=-9.00 orbital_gap_ha=0.2926 lumo_ev=-1.0425 largest_force_ev_per_a=11.2 energy_ha=-3445.17720
S -23.59 13.94 -2.73 1.1722
S -16.25 12.48 5.91 1.0635
O -18.87 17.44 -1.74 -0.5806
O -22.85 14.83 -1.62 -0.2864
O -22.94 12.61 -2.83 -0.6326
O -18.13 16.56 0.69 -0.2766
O -18.38 13.98 1.15 -0.4117
O -15.31 16.22 -3.08 -0.6548
O -15.78 13.62 6.71 -0.5815
O -17.06 12.83 -3.97 -0.6485
O -18.97 16.50 -5.51 -0.7881
O -20.45 14.44 1.17 -0.8787
O -17.22 13.10 4.62 -0.2898
O -21.20 14.41 -4.31 -0.4999
O -20.49 13.86 -2.34 -0.2266
O -16.19 14.40 -2.31 -0.5531
O -17.66 16.33 2.76 -0.6322
O -19.39 12.21 -0.75 0.2081
O -16.86 11.28 6.44 -0.5839
O -18.23 13.86 -2.43 0.3044
O -23.88 14.78 -3.90 -0.6529
O -19.83 10.15 -0.39 -0.6488
O -17.31 15.66 -4.44 -0.5706
O -20.60 16.39 -2.33 -0.4231
N -16.09 15.62 -2.39 1.0217
N -19.43 14.24 0.60 1.6245
N -19.79 11.35 0.01 0.5730
N -18.50 15.85 -4.56 1.2682
N -20.03 17.18 -1.58 1.4778
N -18.45 16.51 1.88 0.8123
N -17.67 12.90 -2.90 0.7832
N -20.96 13.58 -3.44 0.7853
C -19.47 15.27 -3.61 -2.1000
C -19.27 14.52 -0.88 -0.8911
C -16.94 14.39 4.13 -0.4921
C -20.36 11.72 1.32 -0.6266
C -21.98 13.21 -0.11 -0.1963
C -14.84 11.97 4.89 -0.8671
C -17.10 16.50 -1.66 -0.8582
C -19.89 16.52 2.23 -0.7872
C -20.82 17.87 -0.54 -0.7867
C -22.73 14.44 -0.22 -0.2932
C -21.10 12.13 -3.72 -1.2126
C -25.26 13.82 -1.94 -1.1091
C -17.81 11.58 -2.10 -0.7415
C -17.01 14.32 2.62 -0.5913
H -16.50 15.21 2.25 0.3973
H -19.13 15.47 -2.59 0.7822
H -23.67 14.35 0.32 0.4135
H -21.78 18.22 -0.92 0.4036
H -20.01 16.99 3.20 0.4081
H -19.58 15.53 -1.17 -0.7992
H -20.18 15.47 2.27 0.3976
H -17.59 11.81 -1.06 0.2106
H -22.55 12.29 -0.19 0.6240
H -21.55 11.63 -2.86 0.3595
H -21.73 12.03 -4.60 0.3829
H -15.31 11.42 4.07 0.2856
H -17.44 17.15 -2.46 0.3854
H -18.83 11.18 -2.15 0.2572
H -21.50 13.18 0.88 0.1317
H -20.96 17.09 0.21 0.1218
H -21.30 12.23 1.09 0.3493
H -21.11 13.12 -0.76 0.3604
H -20.33 18.77 -0.17 0.2600
H -20.45 15.75 -3.65 1.0260
H -15.94 14.69 4.45 0.4977
H -16.51 16.98 -0.88 0.7025
H -20.50 17.06 1.49 0.0269
H -17.65 15.16 4.43 0.2196
H -19.87 13.82 -1.45 0.0744
H -18.22 14.41 -1.14 -0.0835
H -25.84 13.20 -2.61 0.4658
H -25.13 13.36 -0.96 0.3045
H -25.66 14.83 -1.98 0.3503
H -16.48 13.45 2.23 0.3621
H -14.30 12.84 4.52 0.2892
H -19.33 14.22 -3.85 0.7370
H -17.96 15.93 -1.31 -0.6914
H -14.20 11.43 5.59 0.4045
H -20.11 11.70 -3.86 0.3616
H -22.10 15.16 0.31 -0.5130
H -19.53 12.28 1.74 0.1149
H -17.07 10.89 -2.52 0.4113
H -18.00 14.42 2.16 0.0439
H -20.64 10.83 1.89 0.4433

=====

No. 9
11
Properties=species:S:1:pos:R:3:mulliken_charge:R:1 method="wB97M-V/def2-TZVPD" total_charge=0 e_homo_ev=-10.24 smiles="C=N.CO" orbital_gap_ha=0.4105 lumo_ev=0.9343 largest_force_ev_per_a=5.5 energy_ha=-210.31114
O -0.63 1.31 1.23 -0.4736
N 1.88 -1.61 0.27 -0.4468
C -1.32 1.06 0.07 -0.4163
C 1.05 -1.11 -0.47 -0.2145
H 2.85 -1.78 -0.21 0.2515
H -0.84 0.54 -0.75 0.1299
H -2.25 0.49 0.26 0.2571
H 0.00 -0.85 -0.02 0.1792
H -1.70 2.14 -0.31 0.2061
H 1.03 -0.80 -1.56 0.2056
H -0.07 0.60 1.50 0.3216

=====

No. 10
11
Properties=species:S:1:pos:R:3:mulliken_charge:R:1 method="wB97M-V/def2-TZVPD" total_charge=0 e_homo_ev=-7.83 orbital_gap_ha=0.3203 lumo_ev=0.8826 largest_force_ev_per_a=6.5 energy_ha=-231.05528
O -0.28 -0.16 -0.88 -0.1827
C 0.43 -1.52 0.92 -0.0999
C 0.67 -0.57 -0.06 -0.1587
C -0.40 -1.01 1.81 -0.7609
C 0.07 1.06 -1.57 -0.5443
H -0.62 1.42 -2.26 0.2942
H -0.55 -1.10 2.81 0.3274
H -1.02 -0.28 1.27 0.1626
H 0.46 1.62 -0.84 0.3483
H 1.03 -2.33 0.94 0.3842
H 1.08 0.79 -2.26 0.2297